Entry 1:
Below is one molecule with the formula C20H18N4OS, with properties calculated with ωB97M-V/def2-TZVPD.

CARTESIAN COORDINATES (ANGSTROEM)
C1 -5.710 -1.208 -0.661
S1 -4.986 -0.398 0.805
C2 -3.254 -0.476 0.479
C3 -2.398 0.321 1.157
C4 -2.836 1.256 2.101
N1 -3.142 2.040 2.884
C5 -0.907 0.297 0.865
C6 -0.608 1.524 0.022
C7 -0.735 1.504 -1.363
C8 -0.492 2.671 -2.068
N2 -0.148 3.812 -1.496
C9 -0.038 3.835 -0.179
C10 -0.254 2.727 0.625
C11 -0.512 -0.998 0.182
C12 0.922 -1.383 0.215
O1 1.307 -2.534 0.107
N3 1.764 -0.321 0.385
C13 3.158 -0.310 0.479
C14 3.927 -1.463 0.593
C15 5.303 -1.362 0.698
C16 5.925 -0.126 0.692
C17 5.160 1.024 0.580
C18 3.787 0.936 0.475
C19 -1.439 -1.764 -0.428
C20 -1.191 -3.023 -1.191
N4 -2.779 -1.400 -0.413
H1 -5.587 -2.287 -0.612
H2 -6.768 -0.970 -0.616
H3 -5.282 -0.792 -1.568
H4 -0.371 0.390 1.820
H5 -1.010 0.596 -1.878
H6 -0.575 2.696 -3.147
H7 0.240 4.788 0.251
H8 -0.157 2.798 1.698
H9 1.357 0.604 0.344
H10 3.446 -2.427 0.595
H11 5.892 -2.262 0.786
H12 6.999 -0.056 0.775
H13 5.635 1.994 0.575
H14 3.190 1.834 0.386
H15 -1.638 -3.867 -0.666
H16 -1.641 -2.955 -2.182
H17 -0.127 -3.214 -1.282
H18 -3.428 -2.052 -0.825

SMILES   CSC1=C(C#N)[C@H](c2ccncc2)C(C(=O)Nc2ccccc2)=C(C)N1
Charge   0
Energy above the lowest of the compared OMol25 structures with the same formula, charge and spin   7.73 kcal per mole
HOMO level   -0.3097 hartree
LUMO   0.0547 eV
HOMO-LUMO gap   0.3117 Eh

***

Entry 2:
Below is C20H19AuN6S3 as an isolated structure, with properties calculated with ωB97M-V/def2-TZVPD.

CARTESIAN COORDINATES (ANGSTROEM)
Au1 0.774 0.268 0.268
S1 0.618 0.426 2.520
C1 2.282 0.299 3.092
C2 2.546 0.450 4.449
C3 3.843 0.297 4.903
C4 4.874 0.000 4.020
C5 4.623 -0.141 2.668
C6 3.322 0.017 2.204
S2 2.997 -0.120 0.473
H1 1.748 0.680 5.141
H2 4.052 0.411 5.958
H3 5.883 -0.120 4.389
H4 5.430 -0.364 1.983
S3 -7.116 0.142 0.211
N1 -6.110 -1.111 0.121
C7 -4.879 -0.622 0.121
C8 -3.660 -1.394 0.108
C9 -3.622 -2.791 0.152
C10 -2.397 -3.422 0.156
C11 -1.241 -2.646 0.097
N2 -1.266 -1.324 0.035
C12 -2.444 -0.698 0.063
C13 -2.408 0.768 0.085
N3 -1.206 1.374 0.117
C14 -1.144 2.700 0.196
C15 -2.275 3.507 0.214
C16 -3.516 2.909 0.172
C17 -3.594 1.515 0.115
C18 -4.845 0.794 0.117
N4 -6.050 1.344 0.113
H5 -4.548 -3.347 0.194
H6 -2.321 -4.498 0.210
H7 -0.261 -3.110 0.113
H8 -0.154 3.131 0.269
H9 -2.166 4.578 0.280
H10 -4.428 3.490 0.200
N5 3.413 -0.553 -4.660
C19 2.037 -0.284 -4.097
C20 2.120 -0.184 -2.577
N6 0.829 0.104 -1.947
H11 3.388 -0.620 -5.682
H12 3.803 -1.434 -4.309
H13 4.075 0.193 -4.421
H14 1.406 -1.107 -4.432
H15 1.693 0.640 -4.561
H16 2.816 0.604 -2.279
H17 2.498 -1.115 -2.148
H18 0.140 -0.623 -2.133
H19 0.440 0.984 -2.280

Charge   +2
HOMO level   -0.4640 hartree
LUMO   -6.5636 eV
HOMO-LUMO gap   0.2228 Eh

***

Entry 3:
Below is C20H19Cl2FI2N6OS2Sn as an isolated structure, with properties calculated with ωB97M-V/def2-TZVPD.

CARTESIAN COORDINATES (ANGSTROEM)
Sn1 0.265 -0.059 -0.394
I1 -5.423 0.896 -5.581
C1 -3.970 1.087 -4.093
C2 -4.312 1.600 -2.853
C3 -3.345 1.681 -1.866
I2 -3.858 2.485 -0.013
C4 -2.019 1.254 -2.064
O1 -1.126 1.352 -1.109
C5 -1.712 0.729 -3.339
C6 -0.329 0.208 -3.588
N1 -0.024 -0.946 -2.711
C7 -0.885 -2.108 -2.950
C8 -2.181 -2.007 -2.180
C9 -3.413 -2.246 -2.772
C10 -4.555 -2.125 -1.999
C11 -4.428 -1.782 -0.662
C12 -3.157 -1.572 -0.155
N2 -2.057 -1.680 -0.897
C13 -2.674 0.661 -4.332
H1 -5.320 1.935 -2.652
H2 -0.235 -0.083 -4.640
H3 0.419 0.967 -3.362
H4 0.949 -1.192 -2.862
H5 -1.093 -2.237 -4.018
H6 -0.354 -2.998 -2.606
H7 -3.476 -2.487 -3.825
H8 -5.532 -2.280 -2.440
H9 -5.295 -1.667 -0.026
H10 -3.004 -1.300 0.883
H11 -2.407 0.251 -5.299
N3 -2.622 0.245 2.857
C14 -1.341 0.498 3.289
N4 -0.452 1.092 2.563
C15 0.751 1.176 3.233
C16 0.775 0.630 4.471
S1 -0.780 -0.024 4.851
C17 1.874 1.859 2.584
C18 2.739 2.694 3.202
S2 3.896 3.282 2.065
C19 3.088 2.376 0.819
N5 2.063 1.682 1.228
N6 3.573 2.320 -0.450
H12 -2.891 0.826 2.072
H13 -3.326 0.173 3.573
H14 1.607 0.551 5.150
H15 2.731 3.017 4.228
H16 4.116 3.101 -0.772
H17 2.930 1.879 -1.112
F1 1.741 0.742 -1.626
Cl1 3.160 -2.235 0.188
C20 4.287 -0.935 0.594
Cl2 4.327 -0.609 2.332
H18 3.970 -0.034 0.081
H19 5.278 -1.244 0.285

Charge   0
Energy above the lowest of the compared OMol25 structures with the same formula, charge and spin   0.00 kcal per mole
HOMO level   -0.2843 hartree
LUMO   0.3477 eV
HOMO-LUMO gap   0.2971 Eh

***

Entry 4:
Below is one molecule with the formula C20H19ClN4OS, with properties calculated with ωB97M-V/def2-TZVPD.

CARTESIAN COORDINATES (ANGSTROEM)
C1 -2.084 1.899 -0.923
N1 -2.635 0.686 -0.179
C2 -2.212 -0.563 -0.650
O1 -2.939 -1.513 -0.744
N2 -0.869 -0.795 -1.074
N3 -0.433 -1.142 -2.325
C3 0.767 -0.729 -2.405
C4 1.587 -0.783 -3.636
C5 3.021 -0.554 -3.505
C6 3.867 -0.435 -4.637
C7 3.254 -0.502 -5.893
Cl1 4.143 -0.244 -7.332
C8 1.855 -0.788 -5.984
C9 1.054 -0.973 -4.870
N4 1.166 -0.069 -1.323
C10 0.207 -0.269 -0.441
S1 0.124 0.041 1.321
C11 1.466 -0.965 1.997
C12 1.740 -1.008 3.494
C13 2.709 0.059 4.066
C14 3.145 -1.347 3.979
C15 -3.045 0.868 1.099
C16 -3.466 -0.181 1.872
C17 -3.869 -0.048 3.253
C18 -3.906 1.186 3.856
C19 -3.602 2.344 3.076
C20 -3.093 2.105 1.754
H1 -1.876 1.618 -1.927
H2 -2.729 2.811 -0.865
H3 -1.199 2.277 -0.494
H4 3.275 -0.371 -2.504
H5 4.830 -0.291 -4.578
H6 1.421 -0.961 -6.976
H7 0.018 -1.113 -4.923
H8 2.330 -0.652 1.575
H9 1.141 -1.952 1.540
H10 0.883 -1.145 4.104
H11 3.015 0.910 3.474
H12 2.398 0.485 5.077
H13 3.033 -1.912 4.922
H14 3.861 -1.662 3.152
H15 -3.626 -1.165 1.419
H16 -4.156 -0.945 3.745
H17 -4.291 1.410 4.816
H18 -3.540 3.396 3.406
H19 -2.740 2.982 1.191

SMILES   CN(C(=O)n1nc(-c2ccc(Cl)cc2)nc1SCC1CC1)c1ccccc1
Charge   0
Energy above the lowest of the compared OMol25 structures with the same formula, charge and spin   54.45 kcal per mole
HOMO level   -0.3145 hartree
LUMO   0.0548 eV
HOMO-LUMO gap   0.3165 Eh

***

Entry 5:
Below is C20H19CuN6O3SSe2 as an isolated structure, with properties calculated with ωB97M-V/def2-TZVPD.

CARTESIAN COORDINATES (ANGSTROEM)
Cu1 0.868 1.334 -0.494
N1 -4.345 -3.296 -0.389
C1 -3.085 -2.824 -0.753
C2 -2.041 -3.711 -1.013
C3 -0.804 -3.243 -1.425
C4 -0.601 -1.883 -1.593
C5 -1.635 -0.988 -1.341
C6 -2.867 -1.452 -0.922
S1 0.994 -1.269 -2.043
O1 1.796 -2.370 -2.495
O2 0.769 -0.184 -2.988
N2 1.562 -0.543 -0.730
C7 2.039 -1.242 0.339
N3 1.766 -2.552 0.476
C8 2.262 -3.162 1.542
C9 3.015 -2.511 2.503
C10 3.215 -1.157 2.285
N4 2.744 -0.513 1.231
H1 -4.352 -4.209 0.037
H2 -4.921 -2.638 0.112
H3 -2.201 -4.776 -0.894
H4 0.016 -3.922 -1.613
H5 -1.471 0.075 -1.474
H6 -3.676 -0.754 -0.737
H7 2.037 -4.221 1.632
H8 3.417 -3.022 3.365
H9 3.781 -0.559 2.994
Se1 -0.240 4.429 1.100
Se2 1.715 3.283 1.588
C11 0.914 1.742 2.425
C12 1.204 1.398 3.734
C13 0.665 0.217 4.224
C14 -0.140 -0.552 3.400
C15 -0.383 -0.111 2.109
N5 0.136 1.019 1.633
C16 -0.598 4.021 -0.749
C17 -1.283 5.019 -1.436
C18 -1.661 4.784 -2.743
C19 -1.322 3.575 -3.330
C20 -0.619 2.650 -2.584
N6 -0.273 2.862 -1.301
H10 1.834 2.031 4.343
H11 0.874 -0.097 5.239
H12 -0.566 -1.485 3.743
H13 -0.990 -0.687 1.417
H14 -1.498 5.962 -0.951
H15 -2.198 5.542 -3.300
H16 -1.582 3.347 -4.354
H17 -0.316 1.697 -3.000
O3 2.567 2.028 -2.233
H18 2.132 1.314 -2.728
H19 3.345 1.601 -1.859

Charge   0
Energy above the lowest of the compared OMol25 structures with the same formula, charge and spin   2.43 kcal per mole
HOMO level   -0.2792 hartree
LUMO   -0.3287 eV
HOMO-LUMO gap   0.2672 Eh

***

Entry 6:
Below is one molecule with the formula C20H19F2N5O, with properties calculated with ωB97M-V/def2-TZVPD.

CARTESIAN COORDINATES (ANGSTROEM)
N1 -2.357 -1.108 6.848
C1 -1.851 -1.470 5.516
C2 -1.618 -0.204 4.617
O1 -2.227 0.840 4.902
N2 -0.698 -0.097 3.470
C3 -0.392 1.206 2.789
C4 -1.126 1.211 1.498
N3 -0.804 0.030 0.706
C5 -0.404 -1.157 1.357
N4 -0.193 -2.144 0.547
C6 -0.518 -1.658 -0.805
C7 -0.566 -2.405 -2.073
C8 -1.615 -2.262 -2.955
C9 -1.645 -2.968 -4.228
C10 -0.450 -3.673 -4.697
C11 0.645 -3.847 -3.762
F1 1.786 -4.508 -4.081
C12 0.558 -3.243 -2.466
C13 -1.045 -0.349 -0.621
N5 -1.609 0.482 -1.583
C14 -0.812 1.049 -2.647
C15 -1.502 2.017 -3.485
C16 -0.914 2.750 -4.502
C17 0.486 2.470 -4.763
F2 1.057 2.978 -5.863
C18 1.120 1.520 -3.966
C19 0.537 0.762 -2.896
C20 -0.261 -1.344 2.799
H1 -1.690 -0.553 7.322
H2 -3.179 -0.569 6.682
H3 -2.629 -2.002 5.027
H4 -0.926 -2.072 5.579
H5 -0.866 2.108 3.318
H6 0.708 1.282 2.742
H7 -2.185 1.164 1.607
H8 -0.845 2.161 1.009
H9 -2.480 -1.675 -2.636
H10 -2.468 -2.873 -4.946
H11 -0.401 -4.163 -5.674
H12 1.328 -3.215 -1.753
H13 -2.513 0.975 -1.364
H14 -2.596 2.216 -3.238
H15 -1.473 3.347 -5.243
H16 2.199 1.294 -4.277
H17 1.020 0.041 -2.328
H18 -0.720 -2.273 3.101
H19 0.819 -1.416 3.037

SMILES   NCC(=O)N1CCn2c(nc(-c3cccc(F)c3)c2Nc2ccc(F)cc2)C1
Charge   0
HOMO level   -0.2903 hartree
LUMO   0.4255 eV
HOMO-LUMO gap   0.3059 Eh

***

Entry 7:
Below is C20H19F3N6O5RuS2 as an isolated structure, with properties calculated with ωB97M-V/def2-TZVPD.

CARTESIAN COORDINATES (ANGSTROEM)
Ru1 0.093 0.052 1.255
N1 -2.576 -1.202 4.353
C1 -1.875 -0.991 3.287
S1 -0.136 -0.796 3.337
N2 -2.596 -0.776 2.097
N3 -1.914 -0.297 1.112
C2 -2.531 -0.393 -0.123
C3 -3.938 -0.401 -0.210
C4 -4.525 -1.338 -1.045
C5 -5.909 -1.461 -1.084
C6 -6.658 -0.642 -0.275
C7 -6.073 0.309 0.511
C8 -4.747 0.471 0.531
C9 -1.709 -0.726 -1.306
C10 -2.075 -0.414 -2.569
C11 -1.303 -0.818 -3.692
C12 -0.213 -1.680 -3.525
C13 0.095 -2.083 -2.246
N4 -0.601 -1.576 -1.208
H1 -2.171 -1.701 5.167
H2 -3.577 -1.029 4.317
H3 -3.878 -1.954 -1.572
H4 -6.397 -2.309 -1.562
H5 -7.752 -0.796 -0.155
H6 -6.747 0.897 1.148
H7 -4.214 1.155 1.174
H8 -2.931 0.201 -2.700
H9 -1.600 -0.486 -4.666
H10 0.488 -1.935 -4.344
H11 0.889 -2.768 -2.018
F1 -1.005 4.643 0.696
C14 -0.806 3.822 -0.328
F2 -1.895 2.998 -0.484
F3 -0.601 4.482 -1.452
S2 0.584 2.589 0.077
O1 1.882 3.125 -0.169
O2 0.241 2.186 1.460
O3 0.190 1.307 -0.604
O4 0.764 -2.683 0.450
C15 0.218 -1.692 0.226
N5 2.068 0.084 1.107
C16 3.233 0.020 0.966
N6 4.503 0.210 0.674
C17 5.499 -0.667 1.338
C18 6.925 -0.020 1.175
O5 7.170 0.302 -0.138
C19 6.234 1.242 -0.697
C20 4.788 0.754 -0.683
H12 5.552 -1.659 0.947
H13 5.234 -0.756 2.356
H14 7.674 -0.728 1.420
H15 6.919 0.930 1.781
H16 6.615 1.396 -1.743
H17 6.336 2.128 -0.077
H18 4.612 -0.064 -1.377
H19 4.142 1.538 -0.909

Charge   +2
Energy above the lowest of the compared OMol25 structures with the same formula, charge and spin   58.64 kcal per mole
HOMO level (alpha / beta)   -0.4608 / -0.5413 hartree
LUMO (alpha / beta)   -7.7075 / -9.5334 eV
HOMO-LUMO gap (alpha / beta)   0.1775 / 0.1909 Eh
2S+1   5

***

Entry 8:
Below is a 2-piece molecular cluster, C20H19FI3N2O5 overall, with properties calculated with ωB97M-V/def2-TZVPD.

CARTESIAN COORDINATES (ANGSTROEM)
C1 1.093 -4.570 -0.270
C2 0.260 -3.341 0.425
I1 -0.080 -3.972 2.538
C3 -1.225 -3.058 -0.252
I2 -1.664 -4.447 -1.943
C4 -1.471 -1.482 -0.638
C5 -0.687 -0.679 -1.879
C6 0.432 -1.539 -2.777
C7 1.585 -0.520 -3.429
O1 1.822 -0.416 -4.739
C8 2.459 0.362 -2.323
C9 3.013 1.888 -2.564
C10 3.886 2.666 -1.368
C11 4.185 1.940 0.108
C12 3.629 0.414 0.346
C13 2.797 -0.352 -0.885
N1 -0.902 0.745 -2.251
N2 -1.780 1.469 -1.502
C14 -2.650 1.074 -0.332
C15 -3.668 2.140 0.433
C16 -5.245 1.722 0.172
O2 -6.178 1.696 1.159
C17 -2.536 -0.506 0.208
I3 -3.695 -1.185 1.936
H1 2.142 -4.621 0.298
H2 1.359 -4.412 -1.403
H3 0.610 -5.640 -0.112
H4 0.858 -2.335 0.510
H5 -2.013 -3.373 0.587
H6 0.900 -2.422 -2.169
H7 -0.169 -1.961 -3.716
H8 2.833 2.451 -3.576
H9 4.316 3.760 -1.560
H10 4.801 2.497 0.966
H11 3.784 -0.237 1.318
H12 2.425 -1.460 -0.728
H13 -1.880 2.494 -1.782
H14 -3.507 3.254 0.062
H15 -3.470 2.153 1.608
H16 -5.597 1.379 -0.898
C18 -1.041 1.998 3.090
C19 0.264 2.718 3.089
O3 1.201 1.701 3.364
C20 0.646 0.562 2.861
O4 1.265 -0.470 2.661
O5 -0.687 0.720 2.601
F1 0.315 3.625 4.089
H17 -1.469 1.897 4.093
H18 -1.780 2.475 2.441
H19 0.511 3.198 2.136

Charge   +1
Energy above the lowest of the compared OMol25 structures with the same formula, charge and spin   430.73 kcal per mole
HOMO level   -0.4121 hartree
LUMO   -5.4351 eV
HOMO-LUMO gap   0.2123 Eh

***

Entry 9:
Below is C20H19N3O3RuS5 as an isolated structure, with properties calculated with ωB97M-V/def2-TZVPD.

CARTESIAN COORDINATES (ANGSTROEM)
Ru1 -0.020 0.083 0.424
S1 2.695 -0.059 3.939
C1 1.482 -0.378 2.794
S2 2.197 -0.443 1.243
S3 -0.163 -0.459 3.041
C2 -2.169 2.960 -2.160
N1 -2.489 3.079 -0.742
C3 -2.799 4.245 -0.066
C4 -3.012 3.912 1.223
N2 -2.844 2.546 1.302
C5 -2.516 2.044 0.105
S4 -2.255 0.388 -0.289
H1 -2.134 3.959 -2.585
H2 -2.931 2.368 -2.662
H3 -1.197 2.480 -2.264
H4 -2.794 5.202 -0.556
H5 -3.247 4.519 2.077
H6 -2.849 1.983 2.137
C6 -0.774 8.541 -0.709
C7 -0.383 7.111 -0.446
C8 -0.252 6.640 0.861
C9 0.137 5.336 1.114
C10 0.404 4.483 0.052
C11 0.302 4.934 -1.254
C12 -0.104 6.241 -1.496
S5 0.980 2.843 0.394
O1 2.368 2.949 0.737
O2 0.096 2.328 1.463
O3 0.695 2.035 -0.816
H7 -1.559 8.872 -0.029
H8 -1.125 8.675 -1.731
H9 0.084 9.200 -0.563
H10 -0.458 7.308 1.690
H11 0.229 4.969 2.128
H12 0.533 4.263 -2.071
H13 -0.189 6.594 -2.517
C13 -0.086 -1.926 -0.121
C14 -1.432 -2.533 -0.291
C15 -2.106 -3.076 0.806
C16 -3.374 -3.605 0.675
C17 -4.001 -3.609 -0.571
C18 -3.337 -3.086 -1.678
C19 -2.068 -2.556 -1.533
C20 -5.326 -4.151 -0.713
N3 -6.386 -4.580 -0.828
H14 0.486 -1.938 -1.056
H15 0.497 -2.472 0.620
H16 -1.621 -3.067 1.775
H17 -3.889 -4.021 1.531
H18 -3.822 -3.098 -2.646
H19 -1.557 -2.144 -2.396

Charge   0
Energy above the lowest of the compared OMol25 structures with the same formula, charge and spin   4.43 kcal per mole
HOMO level (alpha / beta)   -0.2854 / -0.3164 hartree
LUMO (alpha / beta)   -0.4512 / -2.4531 eV
HOMO-LUMO gap (alpha / beta)   0.2688 / 0.2262 Eh
2S+1   5

***

Entry 10:
Below is C20H19N5O2W as an isolated structure, with properties calculated with ωB97M-V/def2-TZVPD.

CARTESIAN COORDINATES (ANGSTROEM)
N1 -0.710 -4.874 -0.294
C1 -1.224 -4.833 -1.346
C2 -1.951 -4.838 -2.618
H1 -2.037 -5.861 -3.031
H2 -1.441 -4.187 -3.352
H3 -2.968 -4.426 -2.496
N2 0.007 3.709 -2.666
C3 -0.224 4.770 -3.018
C4 -0.538 6.061 -3.511
H4 -0.477 5.997 -4.595
H5 0.199 6.746 -3.103
H6 -1.548 6.283 -3.171
N3 1.716 -1.639 4.022
C5 2.652 -0.993 4.302
C6 3.822 -0.200 4.709
H7 3.483 0.740 5.176
H8 4.463 0.043 3.835
H9 4.408 -0.752 5.462
W1 0.729 0.056 -0.661
C7 0.041 2.291 0.024
O1 -0.561 3.235 0.291
C8 -1.204 1.215 -1.590
O2 -2.151 1.875 -1.695
C9 1.256 -1.316 -2.101
C10 1.430 -1.881 -0.836
C11 2.154 -1.196 0.152
C12 2.706 0.078 -0.122
C13 2.532 0.654 -1.410
C14 1.790 -0.053 -2.393
H10 0.857 -1.858 -2.944
H11 1.000 -2.834 -0.633
H12 2.320 -1.603 1.121
H13 3.405 0.583 0.524
H14 3.124 1.508 -1.763
H15 1.874 0.345 -3.411
N4 -5.113 0.049 4.085
C15 -4.181 -0.134 3.404
C16 -3.043 -0.286 2.512
C17 -1.773 0.180 2.869
C18 -0.779 0.292 1.886
N5 -1.011 -0.032 0.587
C19 -2.164 -0.694 0.284
C20 -3.179 -0.867 1.240
H16 -1.573 0.466 3.911
H17 0.231 0.657 2.099
H18 -2.243 -1.057 -0.749
H19 -4.104 -1.419 1.013

Charge   +4
Energy above the lowest of the compared OMol25 structures with the same formula, charge and spin   92.23 kcal per mole
HOMO level (alpha / beta)   -0.7813 / -0.7767 hartree
LUMO (alpha / beta)   -16.2686 / -19.1596 eV
HOMO-LUMO gap (alpha / beta)   0.1834 / 0.0726 Eh
2S+1   3

***

no.,maximum force (eV/A),molecular weight (g/mol)
1,1.16,362.46
2,0.65,636.58
3,0.15,885.97
4,6.40,398.92
5,0.31,644.94
6,4.10,383.40
7,4.18,645.61
8,9.16,767.09
9,0.63,610.80
10,12.79,545.25